No. 1
This record from the OMol25 dataset describes the molecule C3H7NO2. The level of theory is ωB97M-V/def2-TZVPD.

Geometry (Å):
H -0.14424 1.11510 1.02954
N 0.41523 1.70074 0.40555
C 1.38037 0.94417 0.02346
O 1.37666 -0.33388 -0.32820
C 0.14593 -1.07879 -0.55657
C -1.04500 -0.58624 0.26992
O -1.66537 0.44911 -0.42156
H 2.40090 1.31548 0.08178
H 0.42759 -2.10994 -0.34612
H -0.09270 -0.97151 -1.62412
H -0.64986 -0.22007 1.24911
H -1.68075 -1.41773 0.60297
H -0.86877 1.19355 -0.38576

Calculated values
DFT total energy   -8806.9916 eV
ΔE to the lowest compared entry with this formula, charge and spin   3.5372 eV
Structure (SMILES)   [H]/N=C\OCCO
Largest force on an atom   3.15 eV/A
Orbital gap   10.603 eV
E_HOMO   -9.765 eV

Löwdin population analysis, charges in e, atoms 1 to 6: 0.04 0.05 -0.27 -0.03 -0.11 -0.30

=====

No. 2
This record from the OMol25 dataset describes a structure of composition CH2N2O3. The level of theory is ωB97M-V/def2-TZVPD.

Geometry (Å):
C -0.70311 1.09526 -0.05399
N 1.64008 0.05048 0.35298
N -1.10983 -0.04157 0.05221
O -0.40971 2.21262 -0.31456
O 1.77353 -0.79511 -0.81900
O 1.08028 -1.27271 0.33259
H -0.19827 -0.98255 0.23027
H -2.07297 -0.26641 0.21950

Calculated values
DFT total energy   -10183.3825 eV
ΔE to the lowest compared entry with this formula, charge and spin   6.7137 eV
Largest force on an atom   6.18 eV/A
Orbital gap   8.052 eV
E_HOMO   -7.838 eV

Löwdin population analysis, charges in e, atoms 1 to 6: -0.30 -0.05 0.16 0.19 -0.11 -0.17

=====

No. 3
This record from the OMol25 dataset describes a structure of composition C41H59BrInN5OPSSb2. The level of theory is ωB97M-V/def2-TZVPD.

Geometry (Å):
In 0.70646 0.63677 0.50903
C 4.61169 -0.94180 -1.04293
Sb 3.20636 0.59743 -1.36429
C 2.71326 0.53650 -3.39729
C 4.55164 2.24682 -1.09351
C 4.62009 2.46124 0.37454
C 5.45099 1.70878 1.21397
C 5.56385 1.96113 2.58859
C 4.90828 3.03618 3.14948
C 4.01828 3.71766 2.32950
C 3.84485 3.46433 0.95585
C 2.79451 4.27438 0.24627
Sb 0.84748 3.49360 0.60989
C -0.27431 4.82270 -0.67023
C 0.19356 4.41704 2.39525
H 4.08931 -1.93729 -1.20417
H 4.87819 -0.81013 0.02034
H 5.41296 -0.77322 -1.75188
H 1.75397 0.08879 -3.52689
H 3.51398 0.08138 -3.92490
H 2.59378 1.56039 -3.67718
H 3.95752 3.05792 -1.53834
H 5.50016 2.01553 -1.59168
H 6.03254 0.91254 0.78311
H 6.28304 1.48294 3.14234
H 5.07777 3.32766 4.19537
H 3.46701 4.39379 2.92650
H 2.90956 4.38233 -0.83137
H 2.87352 5.24323 0.75161
H -1.32593 4.79333 -0.47013
H -0.06565 4.50552 -1.67667
H 0.11756 5.80218 -0.48029
H 0.92440 4.23842 3.19137
H -0.68166 3.81308 2.67798
H 0.12287 5.47744 2.23822
O -1.40230 0.53878 0.39515
P -2.59525 0.39525 -0.51999
N -2.25502 0.96958 -2.02588
C -2.75038 2.24879 -2.57982
C -2.59173 1.98340 -4.08762
C -1.20994 1.16427 -4.15546
C -1.20791 0.37078 -2.87024
N -2.97865 -1.14663 -0.72531
C -3.77310 -1.78919 -1.74190
C -4.74279 -2.68262 -1.01896
C -3.95583 -3.10744 0.25552
C -3.19104 -1.86451 0.62310
N -3.76950 1.35583 0.13200
C -3.56795 2.50545 1.06495
C -4.98684 2.98445 1.39140
C -5.85706 2.45478 0.28145
C -5.23427 1.07653 -0.08231
H -2.11719 3.14389 -2.33116
H -3.79276 2.47440 -2.31784
H -2.57720 2.86048 -4.71415
H -3.37443 1.36287 -4.40879
H -0.37260 1.87606 -4.11455
H -1.16787 0.56166 -5.06032
H -0.28059 0.57148 -2.37999
H -1.34192 -0.69658 -3.00836
H -3.03303 -2.35769 -2.33189
H -4.23408 -0.98032 -2.36085
H -5.07681 -3.54807 -1.64435
H -5.70000 -2.15049 -0.81416
H -3.22965 -3.90128 0.03944
H -4.61901 -3.51834 0.94347
H -2.23976 -2.13439 1.12795
H -3.73645 -1.20189 1.35040
H -3.08163 3.30411 0.47999
H -2.91935 2.33383 1.90773
H -4.95234 4.09612 1.43237
H -5.38688 2.66079 2.35582
H -5.80427 3.08014 -0.61901
H -6.93289 2.31541 0.53209
H -5.24766 0.77455 -1.10042
H -5.62131 0.24110 0.46609
Br 2.44700 -1.21002 6.82852
C 2.00471 -0.60545 5.16432
C 0.73415 -0.91969 4.65609
C 0.38711 -0.47673 3.36960
N 1.23722 0.16488 2.57505
C 2.47749 0.47741 3.10063
C 2.91301 0.08055 4.37143
H -0.03380 -1.49529 5.19165
H -0.62152 -0.68357 3.02008
H 3.09080 0.99126 2.46522
H 3.92782 0.29025 4.70489
N 0.55481 -1.32384 -0.16342
S 1.53985 -2.56357 -0.19823
C 1.18730 -3.73340 1.08591
C 2.11220 -4.77506 1.11056
C 2.04645 -5.76928 2.02939
C 1.01816 -5.71691 2.98256
C 0.20518 -4.61259 3.06353
C 0.25986 -3.55575 2.12308
C 1.03116 -3.39360 -1.62284
C 1.84839 -3.37970 -2.70447
C 1.37264 -3.93063 -3.89199
C 0.05314 -4.41307 -3.98638
C -0.74077 -4.44646 -2.83528
C -0.23803 -3.92450 -1.68025
H -0.38282 -1.67083 -0.36525
H 2.88917 -4.94163 0.33723
H 2.55838 -6.67891 1.78144
H 0.85787 -6.59499 3.58707
H -0.55844 -4.47678 3.83655
H -0.36454 -2.71108 2.30132
H 2.83087 -3.01759 -2.77014
H 2.02296 -4.02432 -4.72227
H -0.29002 -4.90819 -4.87363
H -1.78878 -4.80798 -2.89174
H -0.87172 -3.95695 -0.80334

Calculated values
DFT total energy   -161364.5874 eV
ΔE to the lowest compared entry with this formula, charge and spin   1.5417 eV
Largest force on an atom   3.38 eV/A
Orbital gap   8.282 eV
Charge   +3
E_HOMO   -15.814 eV

Löwdin population analysis, charges in e, atoms 1 to 6: 0.44 -0.28 1.39 -0.26 -0.26 -0.33

=====

No. 4
This record from the OMol25 dataset describes a cluster of 2 separate species, C3H10N2O in total. The level of theory is ωB97M-V/def2-TZVPD.

Geometry (Å):
C -0.58106 -1.31447 -0.16690
C -0.59744 1.06519 -0.32916
C 1.72220 -0.47422 -0.40288
N -1.14520 -0.21255 -0.71744
N -0.73213 1.28840 1.10612
O -0.59058 -1.46585 1.16092
H -0.60579 -0.55210 1.54449
H -1.25680 -0.29075 -1.71917
H -0.64349 -2.24552 -0.71666
H -1.58989 1.75607 1.37557
H 0.12034 1.67360 1.49535
H -1.03461 1.85172 -0.94792
H 0.62383 0.70076 -0.46600
H 1.89528 -1.10529 -1.27641
H 1.98120 -1.03103 0.49905
H 2.43414 0.35606 -0.43894

Calculated values
DFT total energy   -8297.1874 eV
ΔE to the lowest compared entry with this formula, charge and spin   4.3166 eV
Largest force on an atom   1.29 eV/A
Orbital gap   7.939 eV
E_HOMO   -7.082 eV

Löwdin population analysis, charges in e, atoms 1 to 6: -0.23 -0.30 -0.13 -0.03 0.01 0.01

=====

No. 5
This record from the OMol25 dataset describes the molecule C21H25N3O6S2. The level of theory is ωB97M-V/def2-TZVPD.

Geometry (Å):
C 4.99620 -1.79315 -1.49552
C 4.51592 -3.06742 -0.85188
O 5.25273 -3.78538 -0.21614
C 3.07304 -3.40665 -1.02061
C 2.51995 -4.35682 -0.16505
C 1.17875 -4.66684 -0.26503
C 0.38095 -4.05731 -1.21894
C 0.92633 -3.12552 -2.10153
N 0.14159 -2.53037 -3.10395
C 0.56702 -1.25877 -3.64917
C 0.80056 -0.20859 -2.55341
O 1.75882 0.53028 -2.57097
N -0.17021 -0.23447 -1.60655
C -0.27002 0.51578 -0.43315
C 0.63141 1.52325 -0.09732
C 0.46100 2.22133 1.08583
C -0.59701 1.91812 1.91950
S -0.85241 2.82491 3.43865
O -1.10762 1.90196 4.50547
O 0.22006 3.76826 3.60387
N -2.32038 3.57771 3.06476
C -3.05693 4.01814 4.23606
C -2.48029 5.39731 4.58703
C -1.94180 5.93445 3.24928
C -2.12616 4.76836 2.25963
C -1.49657 0.91812 1.59648
C -1.33427 0.21394 0.42104
S -1.51820 -2.82024 -3.17857
C -1.62872 -4.55375 -3.68069
O -2.10926 -2.61914 -1.88237
O -2.02626 -2.01147 -4.24231
C 2.27702 -2.80199 -1.98652
H 5.98662 -1.55279 -1.11757
H 5.06302 -1.93466 -2.57305
H 4.31296 -0.97139 -1.29665
H 3.15281 -4.82099 0.57501
H 0.73667 -5.38320 0.41035
H -0.67185 -4.27747 -1.24096
H 1.47441 -1.36845 -4.24876
H -0.23603 -0.91616 -4.30595
H -0.91514 -0.91638 -1.71342
H 1.45150 1.75074 -0.75753
H 1.14642 3.00133 1.37827
H -2.93104 3.27904 5.02465
H -4.11415 4.08595 3.96287
H -3.23572 6.04868 5.02289
H -1.66497 5.27963 5.29927
H -2.48239 6.81863 2.91497
H -0.88572 6.18016 3.33740
H -1.26487 4.62309 1.60928
H -3.01923 4.90753 1.64343
H -2.30383 0.70546 2.27797
H -2.02005 -0.57581 0.14980
H -0.68023 -5.03911 -3.49269
H -1.85765 -4.55051 -4.73846
H -2.42413 -5.02629 -3.11760
H 2.71733 -2.08106 -2.65144

Calculated values
DFT total energy   -60608.3281 eV
ΔE to the lowest compared entry with this formula, charge and spin   1.5277 eV
Structure (SMILES)   CC(=O)c1cccc(N(CC(=O)Nc2ccc(S(=O)(=O)N3CCCC3)cc2)S(C)(=O)=O)c1
Largest force on an atom   1.16 eV/A
Orbital gap   8.940 eV
E_HOMO   -8.945 eV

Löwdin population analysis, charges in e, atoms 1 to 6: -0.01 -0.40 0.09 -0.14 -0.01 -0.05